This record from the Open Molecules 2025 dataset describes a gas-phase ion, C5H14N3 (charge +1). The level of theory is the ωB97M-V functional and the def2-TZVPD basis.

The geometry in XYZ format:
```
22
Properties=species:S:1:pos:R:3
C 1.6023 1.3607 -0.7672
N 0.6595 0.7208 0.1376
C 1.1679 -0.1174 1.2169
C 0.3788 -0.7118 0.1196
C 0.9074 -1.6175 -0.9374
C -1.3340 -0.9911 0.6757
N -2.1063 -0.1173 -0.1474
N -1.9335 1.2586 0.1993
H 2.4361 0.6963 -0.9839
H 1.1068 1.6297 -1.6984
H 1.9868 2.2629 -0.2934
H -0.2489 1.2510 0.2929
H 0.7291 0.0263 2.1947
H 2.2408 -0.2518 1.2404
H 0.7515 -1.1898 -1.9236
H 0.3887 -2.5698 -0.9027
H 1.9678 -1.8160 -0.7971
H -1.5711 -2.0234 0.4628
H -1.3281 -0.7669 1.7405
H -3.0766 -0.4026 -0.2341
H -2.2246 1.8232 -0.5974
H -2.5005 1.5459 1.0022
```

energy	-9873.819	eV
LUMO level	-2.51	eV
SMILES	C[N@@H+]1C[C@@]1(C)CNN
gap between HOMO and LUMO	0.3920	Ha
total charge	+1
HOMO	-13.182	eV

=====

This record from the Open Molecules 2025 dataset describes 2 unconnected molecules or ions with the total composition C5H14N4. The level of theory is the ωB97M-V functional and the def2-TZVPD basis.

The geometry in XYZ format:
```
23
Properties=species:S:1:pos:R:3
C 0.2860 -0.7140 0.4224
C 3.7901 0.2024 0.2733
C -2.7247 -1.4960 0.0237
C -0.1183 0.9863 -1.1483
C -1.0812 1.1815 0.9760
N 1.5293 -0.5765 0.2956
N 2.6020 -0.3757 -0.1822
N -1.8540 -0.4573 -0.5639
N -0.7556 0.3126 -0.0605
H -0.2264 -1.5788 0.9131
H 3.7964 0.4090 1.4886
H 4.7194 -0.3846 0.0621
H 3.8668 1.1319 -0.1489
H -3.6771 -1.5157 -0.5617
H -2.4019 -2.4557 -0.1818
H -2.9081 -1.4400 1.1077
H 0.1498 0.3061 -1.8680
H -0.7370 1.6711 -1.6775
H 0.7490 1.4830 -0.7842
H -1.7579 0.7893 1.6134
H -0.1911 1.6252 1.5213
H -1.5954 2.1171 0.6006
H -1.4601 -1.2212 -2.1208
```

energy	-11344.894	eV
LUMO level (alpha / beta)	-10.39 / -10.39	eV
gap between HOMO and LUMO (alpha / beta)	0.2756 / 0.2755	Ha
total charge	+2
HOMO (alpha / beta)	-17.886 / -17.885	eV

=====

This record from the Open Molecules 2025 dataset describes a gas-phase ion, C5H14N4O (charge +2). The level of theory is the ωB97M-V functional and the def2-TZVPD basis.

The geometry in XYZ format:
```
24
Properties=species:S:1:pos:R:3
N -1.5196 -2.1535 0.4700
N -1.7967 -0.8492 0.0959
C -0.8295 0.1092 0.0255
O 0.4775 -0.0488 0.2118
C 1.8289 0.9300 0.2223
C 3.0397 0.0474 0.5472
N 3.7552 -0.4560 -0.6874
N -1.3994 1.2975 -0.0814
C -2.8371 1.2261 -0.1985
C -3.1655 -0.2761 -0.0788
H -1.9926 -2.6889 -0.2678
H -2.2589 -2.2911 1.2311
H 1.7617 1.4484 -0.8097
H 1.4505 1.4540 1.0859
H 3.8643 0.5096 1.0543
H 2.6310 -0.8943 1.0631
H 4.4278 -1.2062 -0.4749
H 4.2646 0.2400 -1.0939
H 2.9985 -0.7681 -1.4134
H -0.8443 2.1038 -0.0848
H -3.2956 1.6443 -1.1641
H -3.1556 1.7730 0.7007
H -3.9449 -0.4319 0.6816
H -3.4600 -0.7191 -1.0348
```

energy	-13401.147	eV
LUMO level	-6.90	eV
SMILES	N[N+]1=C(OCC[NH3+])NCC1
gap between HOMO and LUMO	0.3491	Ha
total charge	+2
HOMO	-16.400	eV

=====

This record from the Open Molecules 2025 dataset describes 2 unconnected molecules or ions with the total composition C5H14N4O3. The level of theory is the ωB97M-V functional and the def2-TZVPD basis.

The geometry in XYZ format:
```
26
Properties=species:S:1:pos:R:3
C 1.0094 -0.9376 -3.5350
C 0.6920 0.4543 -3.1250
N 0.1311 0.6499 -1.9834
O -0.3628 1.9328 -1.7222
N 0.8846 1.4043 -4.1187
N 1.1470 2.7258 -3.7735
H 1.1076 -1.6276 -2.6884
H 0.2349 -1.3397 -4.1960
H 1.9613 -1.0066 -4.0799
H 0.3470 2.5424 -2.0667
H 1.4187 1.0761 -4.9112
H 2.1341 2.9503 -3.9459
H 0.5776 3.3515 -4.3623
O -1.0581 -1.1746 6.1332
C -1.0173 -0.5455 4.8279
C -1.0542 -1.6117 3.7284
C -1.1213 -0.9685 2.4041
N -0.2455 -1.1917 1.5132
O -0.6127 -0.4902 0.3440
H -0.2746 -1.7264 6.2072
H -1.9128 0.0863 4.7431
H -0.1172 0.0919 4.7331
H -0.1590 -2.2580 3.7588
H -1.9540 -2.2076 3.8962
H -1.9206 -0.2087 2.2008
H 0.1649 0.0287 0.0184
```

energy	-17510.141	eV
LUMO level	0.49	eV
SMILES	C/C(=N/O)NN.OCC/C=N/O
gap between HOMO and LUMO	0.3407	Ha
HOMO	-8.782	eV

=====

This record from the Open Molecules 2025 dataset describes 2 unconnected molecules or ions with the total composition C5H14N6. The level of theory is the ωB97M-V functional and the def2-TZVPD basis.

The geometry in XYZ format:
```
25
Properties=species:S:1:pos:R:3
C 0.0176 1.1042 -0.9561
C -0.4219 -1.2219 -0.6500
C 2.0951 -0.0307 1.2955
C 0.5709 0.1391 1.2815
C -0.0374 0.0109 -0.0939
N -2.4989 0.2149 2.4330
N -2.4559 -0.1258 1.3556
N -0.1089 0.9314 -2.2374
N -1.3265 -1.3355 -1.6014
N 0.2725 2.3851 -0.5900
N 0.3064 -2.3454 -0.3228
H 2.4926 -0.8690 0.7351
H 2.5874 0.7878 0.7390
H 2.3057 -0.1533 2.5177
H 0.1269 1.0670 1.7229
H -0.0599 -0.6105 1.8490
H -2.1909 0.4710 3.3986
H 0.0448 0.0118 -2.6244
H -0.1460 1.8281 -2.8800
H -2.0613 -0.6021 -1.6378
H -1.5606 -2.2311 -2.0648
H 0.1858 2.8431 0.3016
H 0.5651 3.0368 -1.3515
H 1.2859 -2.0588 -0.0682
H 0.0118 -3.2471 -0.5511
```

energy	-14333.604	eV
LUMO level (alpha / beta)	-9.90 / -9.89	eV
gap between HOMO and LUMO (alpha / beta)	0.2130 / 0.2133	Ha
total charge	+2
HOMO (alpha / beta)	-15.692 / -15.695	eV

=====

This record from the Open Molecules 2025 dataset describes a gas-phase ion, C5H14NO (charge +1). The level of theory is the ωB97M-V functional and the def2-TZVPD basis.

The geometry in XYZ format:
```
21
Properties=species:S:1:pos:R:3
C 0.9294 -0.9492 -2.6427
C 0.2660 0.3194 -2.0945
C 0.6947 0.6775 -0.6771
C 0.0339 -0.1083 0.4428
N -1.4802 -0.0439 0.3321
C 0.3855 0.3977 1.8306
O -0.5902 -0.1415 2.7283
H 0.4951 -1.8723 -2.2274
H 1.9784 -1.0010 -2.3324
H 0.8589 -0.9652 -3.7271
H 0.5458 1.1385 -2.7498
H -0.8188 0.2552 -2.1862
H 1.7628 0.5220 -0.5629
H 0.5753 1.7462 -0.4771
H 0.2841 -1.1727 0.4064
H -1.8295 -0.8628 -0.1596
H -1.9027 -0.0080 1.2717
H -1.7979 0.7943 -0.1693
H 0.3197 1.4804 1.8762
H 1.3906 0.0568 2.0827
H -0.1493 -0.4513 3.5262
```

energy	-8943.278	eV
LUMO level	-3.31	eV
SMILES	CCC[C@H]([NH3+])CO
gap between HOMO and LUMO	0.4383	Ha
total charge	+1
HOMO	-15.236	eV